1.
Density functional theory data (ωB97M-V/def2-TZVPD) for a cluster of 5 separate species, C29H59N2O6S3 in total at a distorted geometry.

Summary:
- Multiplicity: 1
- Charge: +1
- HOMO level: -10.779 eV
- Frontier orbital gap: 6.902 eV
- E_LUMO: -3.88 eV

Each atom is followed by the atoms it is bonded to, with distances in Å.
Geometry (Å):
1 C -4.525 -4.368 -3.049  C2 1.512, H25 1.085, H26 1.085, H27 1.086
2 C -3.752 -3.198 -2.482  C1 1.512, S3 1.805, H28 1.087, H29 1.087
3 S -2.913 -2.277 -3.788  C2 1.805, C4 1.808
4 C -1.953 -1.175 -2.724  S3 1.808, C5 1.504, H30 1.091, H31 1.079
5 C -0.655 -0.715 -3.329  C4 1.504, C6 1.398, C13 1.413
6 C 0.338 -1.620 -3.717  C5 1.398, C7 1.494, C10 1.401
7 C 0.182 -3.106 -3.676  C6 1.494, O8 1.184, O9 1.323
8 O 0.024 -3.695 -4.690  C7 1.184
9 O 0.328 -3.683 -2.494  C7 1.323, H32 0.972
10 C 1.573 -1.175 -4.205  C6 1.401, C11 1.376, H33 1.076
11 C 1.789 0.180 -4.316  C10 1.376, N12 1.344, H34 1.076
12 N 0.813 1.038 -3.974  C11 1.344, C13 1.343, H35 1.012
13 C -0.383 0.662 -3.493  C5 1.413, N12 1.343, C14 1.497
14 C -1.381 1.721 -3.140  C13 1.497, C15 1.531, H36 1.082, H37 1.091
15 C -0.880 3.167 -3.174  C14 1.531, C16 1.544, H38 1.084, H39 1.089
16 C -0.207 3.639 -1.867  C15 1.544, S17 1.821, H40 1.080, H41 1.084
17 S 0.604 2.251 -1.011  C16 1.821, C18 1.813
18 C 1.091 2.975 0.578  S17 1.813, S19 1.623, N20 1.383
19 S 0.082 2.744 1.828  C18 1.623
20 N 2.313 3.603 0.738  C18 1.383, C21 1.490, C23 1.464
21 C 3.298 2.798 1.513  N20 1.490, C22 1.520, H42 1.082, H43 1.090
22 C 3.984 3.674 2.548  C21 1.520, H44 1.086, H45 1.083, H46 1.085
23 C 2.880 4.189 -0.478  N20 1.464, C24 1.531, H47 1.086, H48 1.088
24 C 2.272 5.557 -0.796  C23 1.531, H49 1.085, H50 1.086, H51 1.086
25 H -5.431 -4.052 -3.553  C1 1.085
26 H -4.832 -5.016 -2.234  C1 1.085
27 H -3.921 -4.972 -3.719  C1 1.086
28 H -3.016 -3.563 -1.772  C2 1.087
29 H -4.422 -2.553 -1.921  C2 1.087
30 H -1.705 -1.737 -1.822  C4 1.091
31 H -2.540 -0.335 -2.387  C4 1.079
32 H 0.279 -4.637 -2.676  O9 0.972
33 H 2.322 -1.896 -4.481  C10 1.076
34 H 2.726 0.576 -4.667  C11 1.076
35 H 1.028 2.023 -4.058  N12 1.012
36 H -1.822 1.537 -2.169  C14 1.082
37 H -2.193 1.634 -3.864  C14 1.091
38 H -1.760 3.787 -3.309  C15 1.084
39 H -0.241 3.394 -4.026  C15 1.089
40 H 0.533 4.389 -2.105  C16 1.080
41 H -0.964 4.056 -1.213  C16 1.084
42 H 2.803 1.962 1.991  C21 1.082
43 H 4.033 2.425 0.799  C21 1.090
44 H 4.642 4.394 2.070  C22 1.086
45 H 4.531 3.089 3.278  C22 1.083
46 H 3.214 4.256 3.044  C22 1.085
47 H 3.929 4.375 -0.270  C23 1.086
48 H 2.868 3.512 -1.329  C23 1.088
49 H 1.256 5.655 -0.429  C24 1.085
50 H 2.860 6.323 -0.299  C24 1.086
51 H 2.350 5.768 -1.859  C24 1.086
52 C -4.168 0.928 2.296  C53 1.522, H56 1.094, H57 1.091, H58 1.091
53 C -3.666 0.907 3.733  C52 1.522, C54 1.521, O55 1.427, H59 1.091
54 C -3.993 2.203 4.458  C53 1.521, H60 1.094, H61 1.090, H62 1.091
55 O -2.259 0.669 3.756  C53 1.427, H63 0.964
56 H -3.685 1.737 1.739  C52 1.094
57 H -3.924 -0.009 1.794  C52 1.091
58 H -5.248 1.076 2.254  C52 1.091
59 H -4.119 0.069 4.263  C53 1.091
60 H -3.508 3.049 3.963  C54 1.094
61 H -3.626 2.170 5.484  C54 1.090
62 H -5.068 2.387 4.479  C54 1.091
63 H -1.835 1.400 3.293  O55 0.964
64 C -2.999 -4.410 2.356  C65 1.520, H68 1.094, H69 1.092, H70 1.088
65 C -3.258 -5.618 1.471  C64 1.520, C66 1.519, O67 1.434, H71 1.090
66 C -2.400 -6.804 1.877  C65 1.519, H72 1.094, H73 1.090, H74 1.090
67 O -3.011 -5.278 0.099  C65 1.434, H75 0.963
68 H -1.956 -4.091 2.277  C64 1.094
69 H -3.622 -3.570 2.043  C64 1.092
70 H -3.206 -4.627 3.402  C64 1.088
71 H -4.311 -5.893 1.525  C65 1.090
72 H -1.339 -6.557 1.784  C66 1.094
73 H -2.597 -7.659 1.229  C66 1.090
74 H -2.594 -7.096 2.909  C66 1.090
75 H -2.083 -5.032 0.028  O67 0.963
76 C -0.230 -2.783 7.076  C77 1.521, H80 1.093, H81 1.090, H82 1.091
77 C -0.525 -2.993 5.599  C76 1.521, C78 1.522, O79 1.429, H83 1.091
78 C -0.619 -1.668 4.855  C77 1.522, H84 1.092, H85 1.091, H86 1.091
79 O -1.735 -3.736 5.437  C77 1.429, H87 0.963
80 H -1.032 -2.208 7.546  C76 1.093
81 H -0.167 -3.741 7.594  C76 1.090
82 H 0.708 -2.246 7.221  C76 1.091
83 H 0.260 -3.607 5.155  C77 1.091
84 H -1.431 -1.056 5.254  C78 1.092
85 H -0.831 -1.835 3.798  C78 1.091
86 H 0.309 -1.100 4.939  C78 1.091
87 H -2.450 -3.219 5.824  O79 0.963
88 C 6.363 2.582 -4.687  C89 1.520, H92 1.094, H93 1.091, H94 1.090
89 C 5.903 3.168 -3.362  C88 1.520, C90 1.520, O91 1.435, H95 1.090
90 C 6.843 2.796 -2.228  C89 1.520, H96 1.094, H97 1.091, H98 1.090
91 O 4.571 2.726 -3.061  C89 1.435, H99 0.963
92 H 6.385 1.489 -4.633  C88 1.094
93 H 5.677 2.859 -5.489  C88 1.091
94 H 7.361 2.932 -4.949  C88 1.090
95 H 5.842 4.254 -3.445  C89 1.090
96 H 6.878 1.710 -2.101  C90 1.094
97 H 6.497 3.225 -1.286  C90 1.091
98 H 7.854 3.152 -2.420  C90 1.090
99 H 4.595 1.767 -2.977  O91 0.963

Atom charges from the Mulliken analysis, given in e for atoms 1 to 5: -1.427 0.437 -0.144 -0.782 0.307

***

2.
Density functional theory data (ωB97M-V/def2-TZVPD) for a cluster of 4 separate species, C29H60N3O5 in total at a distorted geometry.

Summary:
- Multiplicity: 1
- Charge: -1
- HOMO level: -3.121 eV
- Frontier orbital gap: 5.137 eV
- Relative energy (zero: lowest compared OMol25 entry of this formula, charge and spin): 60.2 kcal per mole
- E_LUMO: 2.02 eV

Each atom is followed by the atoms it is bonded to, with distances in Å.
Geometry (Å):
1 C 0.846 21.956 22.524  C2 1.440, H5 1.090, H6 1.090, H7 1.090
2 C 0.490 21.825 21.135  C1 1.440, O3 1.208, O4 1.263
3 O 0.375 20.705 20.698  C2 1.208
4 O -0.037 22.799 20.528  C2 1.263
5 H 0.967 21.024 23.076  C1 1.090
6 H 0.192 22.605 23.107  C1 1.090
7 H 1.836 22.368 22.327  C1 1.090
8 C 6.482 28.556 19.640  C9 1.561, H19 1.090, H20 1.090, H21 1.090
9 C 6.791 27.920 21.032  C8 1.561, C10 1.594, N14 1.533, C18 1.517
10 C 7.912 28.933 21.541  C9 1.594, C11 1.430, H22 1.090, H23 1.090
11 C 8.338 28.874 22.905  C10 1.430, C12 1.542, H24 1.090, H25 1.090
12 C 7.069 28.953 23.777  C11 1.542, C13 1.571, H26 1.090, H27 1.090
13 C 5.927 27.924 23.449  C12 1.571, N14 1.515, C16 1.593, C17 1.515
14 N 5.582 27.948 21.974  C9 1.533, C13 1.515, O15 1.404
15 O 4.634 26.986 21.591  N14 1.404, H37 0.960
16 C 6.339 26.469 23.951  C13 1.593, H28 1.090, H29 1.090, H30 1.090
17 C 4.704 28.423 24.191  C13 1.515, H31 1.090, H32 1.090, H33 1.090
18 C 7.439 26.568 20.798  C9 1.517, H34 1.090, H35 1.090, H36 1.090
19 H 7.274 28.510 18.893  C8 1.090
20 H 6.433 29.643 19.707  C8 1.090
21 H 5.555 28.195 19.195  C8 1.090
22 H 8.809 28.733 20.955  C10 1.090
23 H 7.568 29.949 21.349  C10 1.090
24 H 8.954 29.710 23.236  C11 1.090
25 H 9.029 28.031 22.890  C11 1.090
26 H 6.663 29.963 23.725  C12 1.090
27 H 7.351 28.752 24.810  C12 1.090
28 H 5.534 25.742 23.837  C16 1.090
29 H 7.212 26.054 23.447  C16 1.090
30 H 6.435 26.467 25.037  C16 1.090
31 H 4.582 29.469 23.909  C17 1.090
32 H 3.881 27.778 23.884  C17 1.090
33 H 4.789 28.265 25.267  C17 1.090
34 H 6.789 25.708 20.638  C18 1.090
35 H 8.177 26.245 21.532  C18 1.090
36 H 8.133 26.587 19.957  C18 1.090
37 H 5.019 26.116 21.718  O15 0.960
38 C -1.923 18.602 27.485  C39 1.532, H49 1.090, H50 1.090, H51 1.090
39 C -1.255 18.577 28.863  C38 1.532, C40 1.567, N44 1.496, C48 1.564
40 C 0.133 17.886 28.640  C39 1.567, C41 1.538, H52 1.090, H53 1.090
41 C 1.082 17.978 29.846  C40 1.538, C42 1.555, H54 1.090, H55 1.090
42 C 1.363 19.498 30.009  C41 1.555, C43 1.533, H56 1.090, H57 1.090
43 C 0.096 20.346 30.175  C42 1.533, N44 1.482, C46 1.514, C47 1.532
44 N -0.947 20.006 29.178  C39 1.496, C43 1.482, O45 1.409
45 O -2.138 20.712 29.442  N44 1.409, H67 0.960
46 C -0.308 20.140 31.619  C43 1.514, H58 1.090, H59 1.090, H60 1.090
47 C 0.461 21.803 29.872  C43 1.532, H61 1.090, H62 1.090, H63 1.090
48 C -2.127 17.967 30.009  C39 1.564, H64 1.090, H65 1.090, H66 1.090
49 H -3.004 18.649 27.617  C38 1.090
50 H -1.599 19.472 26.914  C38 1.090
51 H -1.646 17.735 26.885  C38 1.090
52 H -0.178 16.845 28.552  C40 1.090
53 H 0.592 18.202 27.703  C40 1.090
54 H 0.528 17.581 30.696  C41 1.090
55 H 2.034 17.486 29.646  C41 1.090
56 H 1.954 19.721 29.120  C42 1.090
57 H 2.094 19.726 30.785  C42 1.090
58 H -1.370 20.368 31.712  C46 1.090
59 H 0.188 20.854 32.276  C46 1.090
60 H -0.109 19.164 32.062  C46 1.090
61 H -0.355 22.517 29.983  C47 1.090
62 H 0.902 21.953 28.887  C47 1.090
63 H 1.152 22.139 30.644  C47 1.090
64 H -3.168 18.249 29.847  C48 1.090
65 H -2.236 16.887 29.907  C48 1.090
66 H -1.803 18.194 31.024  C48 1.090
67 H -2.316 21.273 28.684  O45 0.960
68 C 3.311 14.925 12.516  C69 1.596, H79 1.090, H80 1.090, H81 1.090
69 C 3.016 16.489 12.621  C68 1.596, C70 1.570, N74 1.476, C78 1.519
70 C 4.288 17.127 11.958  C69 1.570, C71 1.548, H82 1.090, H83 1.090
71 C 4.238 17.013 10.414  C70 1.548, C72 1.533, H84 1.090, H85 1.090
72 C 2.991 17.761 9.928  C71 1.533, C73 1.574, H86 1.090, H87 1.090
73 C 1.677 17.068 10.448  C72 1.574, N74 1.509, C76 1.588, C77 1.585
74 N 1.804 17.000 11.950  C69 1.476, C73 1.509, O75 1.354
75 O 0.655 16.546 12.505  N74 1.354, H97 0.960
76 C 0.413 17.962 10.095  C73 1.588, H88 1.090, H89 1.090, H90 1.090
77 C 1.386 15.642 9.821  C73 1.585, H91 1.090, H92 1.090, H93 1.090
78 C 3.039 16.821 14.104  C69 1.519, H94 1.090, H95 1.090, H96 1.090
79 H 2.512 14.377 13.016  C68 1.090
80 H 4.178 14.579 13.079  C68 1.090
81 H 3.501 14.530 11.518  C68 1.090
82 H 4.246 18.180 12.237  C70 1.090
83 H 5.169 16.625 12.358  C70 1.090
84 H 4.333 16.022 9.971  C71 1.090
85 H 5.104 17.523 9.993  C71 1.090
86 H 3.053 17.641 8.847  C72 1.090
87 H 2.869 18.787 10.276  C72 1.090
88 H 0.332 18.017 9.010  C76 1.090
89 H -0.455 17.499 10.566  C76 1.090
90 H 0.532 18.904 10.631  C76 1.090
91 H 1.129 15.612 8.762  C77 1.090
92 H 2.289 15.032 9.803  C77 1.090
93 H 0.535 15.162 10.304  C77 1.090
94 H 4.073 16.962 14.417  C78 1.090
95 H 2.541 16.080 14.730  C78 1.090
96 H 2.539 17.779 14.243  C78 1.090
97 H 0.591 15.626 12.239  O75 0.960

Atom charges from the Mulliken analysis, given in e for atoms 1 to 5: -0.607 0.515 -0.699 -0.769 0.239

***

Molecular weight, record by record: 628.00, 530.82 g/mol
Energy, record by record: -78794.524, -45748.887 eV